# 1
Computed, not measured: C11H10BrCeNO as an isolated structure, with ωB97M-V/def2-TZVPD.

The value obtained for the total energy is -98079.507 eV.

```
! wB97M-V def2-TZVPD RIJCOSX def2/J DEFGRID3
* xyz 0 1
C -1.312 -0.814 -1.892
C -1.428 -1.851 -0.918
C -2.194 -1.335 0.188
H -0.946 -2.830 -0.950
C -2.524 0.036 -0.117
C -1.977 0.345 -1.399
H -2.116 1.286 -1.938
H -0.837 -0.914 -2.865
H -2.372 -1.850 1.146
H -3.098 0.715 0.532
Ce 0.098 -0.333 0.553
Br 1.128 -2.656 1.343
C 2.207 1.293 0.266
C 1.311 2.027 -0.585
C 1.116 1.274 -1.772
H 0.899 3.019 -0.367
C 1.849 0.053 -1.663
C 2.537 0.064 -0.406
H 3.114 -0.767 0.021
H 2.500 1.565 1.293
H 0.551 1.597 -2.644
H 1.879 -0.755 -2.396
O 0.033 -0.069 4.856
C -0.132 0.285 3.749
N -0.286 0.614 2.586
*
```



# 2
Computed, not measured: an isolated molecule of C5H8N2O, with ωB97M-V/def2-TZVPD.

The SMILES is [H]/N=C\C(=N\[H])[C@@H](C)C=O. The value obtained for the total energy is -10340.638 eV.

```
! wB97M-V def2-TZVPD RIJCOSX def2/J DEFGRID3
* xyz 0 1
C -0.638 0.090 -0.446
C -1.156 0.918 0.729
C 0.181 -1.076 0.048
C 0.113 0.947 -1.434
C 1.677 -0.919 0.112
N -0.331 -2.196 0.446
N 2.241 -0.005 0.828
O 0.267 0.615 -2.609
H -1.503 -0.312 -0.989
H -1.353 -2.193 0.354
H 1.565 0.525 1.384
H 0.609 1.850 -1.039
H 2.254 -1.625 -0.506
H -0.606 0.723 1.655
H -1.118 1.995 0.534
H -2.203 0.662 0.932
*
```



# 3
Computed, not measured: C18H26BGaO9P as an isolated structure, with ωB97M-V/def2-TZVPD.

The value obtained for the total energy is -99859.786 eV.

```
! wB97M-V def2-TZVPD RIJCOSX def2/J DEFGRID3
* xyz -1 1
C -2.057 -1.568 3.377
C -3.008 -1.005 2.307
O -3.786 0.045 2.784
Ga -3.183 1.807 2.434
C -1.173 1.812 2.845
C -3.470 2.063 0.390
P -2.199 2.918 -0.461
O -2.522 3.544 -1.757
O -1.599 4.049 0.542
O -1.005 1.824 -0.558
B -4.320 3.198 3.571
O -5.699 3.222 3.461
C -3.675 4.294 4.537
C -2.637 3.680 5.502
H -2.492 -1.372 4.358
H -1.076 -1.090 3.336
H -1.910 -2.646 3.261
H -2.409 -0.705 1.428
H -3.664 -1.820 1.960
H -1.006 1.389 3.840
H -0.598 1.211 2.133
H -0.759 2.826 2.869
H -3.481 1.050 -0.022
H -4.414 2.556 0.159
H -0.848 3.761 1.068
H -0.148 2.138 -0.240
H -6.064 3.992 3.916
H -3.190 5.054 3.913
H -4.459 4.812 5.112
H -1.628 3.773 5.102
H -2.813 2.612 5.647
H -2.655 4.167 6.479
C 4.389 1.005 -2.645
C 3.697 1.841 -1.878
C 2.447 1.403 -1.210
O 1.815 2.162 -0.507
C 1.990 0.010 -1.433
C 2.684 -0.828 -2.200
C 3.937 -0.393 -2.861
O 4.582 -1.149 -3.561
H 5.304 1.292 -3.148
H 3.999 2.866 -1.702
H 1.065 -0.268 -0.942
H 2.377 -1.849 -2.387
C 4.993 -5.112 -5.501
C 4.284 -4.294 -4.726
C 3.038 -4.764 -4.067
O 2.380 -4.034 -3.357
C 2.617 -6.169 -4.303
C 3.329 -6.981 -5.078
C 4.576 -6.515 -5.738
O 5.225 -7.258 -6.443
H 5.904 -4.800 -5.995
H 4.565 -3.266 -4.531
H 1.705 -6.481 -3.809
H 3.046 -8.008 -5.268
*
```



| no. | largest force on an atom (eV/A) |
| --- | --- |
| 1 | 2.4 |
| 2 | 2.7 |
| 3 | 0.4 |